[1]
# C4H9N

One molecule with the formula C4H9N in a non-equilibrium geometry (ωB97M-V/def2-TZVPD, the OMol25 dataset).

Each atom is followed by the atoms it is bonded to, with distances in Å.
Positions of all 14 atoms, in Å:
1 C 0.66209 0.76298 0.56309  C2 1.540, N5 1.469, H6 1.094, H7 1.087
2 C 0.35863 -0.30487 -0.50407  C1 1.540, C3 1.491, H8 1.095, H9 1.095
3 C -0.50517 -1.41168 -0.00131  C2 1.491, C4 1.329, H10 1.087
4 C -1.83423 -1.38777 0.01907  C3 1.329, H11 1.083, H12 1.084
5 N 1.19399 2.00486 -0.01400  C1 1.469, H13 1.014, H14 1.015
6 H -0.28139 1.01039 1.05763  C1 1.094
7 H 1.33460 0.40076 1.33665  C1 1.087
8 H 0.00211 0.28526 -1.35476  C2 1.095
9 H 1.33798 -0.66412 -0.83706  C2 1.095
10 H -0.03749 -2.39283 0.01684  C3 1.087
11 H -2.41120 -0.72893 -0.61844  C4 1.083
12 H -2.37676 -2.24510 0.40001  C4 1.084
13 H 0.60717 2.80185 0.20485  N5 1.014
14 H 1.14647 2.02062 -1.02826  N5 1.015

Summary:
E = -212.5049 a.u.
Lowest unoccupied orbital energy = 1.214 eV
ΔE to the lowest compared entry with this formula, charge and spin = 121.4 kJ/mol
Highest occupied orbital energy = -9.20 eV
Structure (SMILES) = C=CCCN
Orbital gap = 10.4 eV


[2]
# CH3IO3

One molecule with the formula CH3IO3 in a non-equilibrium geometry (ωB97M-V/def2-TZVPD, the OMol25 dataset).

Each atom is followed by the atoms it is bonded to, with distances in Å.
Positions of all 8 atoms, in Å:
1 C 0.58209 -0.69058 -0.54901  O3 1.475, I5 2.093, H6 1.120, H7 1.166
2 O -1.12484 0.64775 1.43659  O4 1.439, H8 0.940
3 O 0.12488 0.71164 -0.56342  C1 1.475, O4 1.406
4 O -0.02042 1.24104 0.73081  O2 1.439, O3 1.406
5 I 0.59251 -1.25695 -2.56409  C1 2.093
6 H -0.08578 -1.26524 0.14264  C1 1.120
7 H 1.56300 -0.81477 0.06830  C1 1.166
8 H -1.63144 1.42712 1.29818  O2 0.940

Summary:
E = -563.0974 a.u.
Lowest unoccupied orbital energy = 0.289 eV
ΔE to the lowest compared entry with this formula, charge and spin = 633.9 kJ/mol
Highest occupied orbital energy = -9.88 eV
Structure (SMILES) = OOOCI
Orbital gap = 10.2 eV


[3]
# C7H16N4

An isolated ion of composition C7H16N4 and charge +2 in a non-equilibrium geometry (ωB97M-V/def2-TZVPD, the OMol25 dataset).

Each atom is followed by the atoms it is bonded to, with distances in Å.
Positions of all 27 atoms, in Å:
1 C -0.49626 -0.22111 -1.36458  C3 1.359, N8 1.389, H12 1.047
2 C 1.00012 1.44347 -0.83527  N8 1.283, H13 1.137, H24 1.049
3 C 0.07218 -1.18203 -0.58949  C1 1.359, C5 1.548, N11 1.458
4 C 0.36696 0.12166 1.42959  N10 1.327, N11 1.336, H14 1.067
5 C -0.38765 -2.65099 -0.75477  C3 1.548, H15 1.166, H16 1.081, H17 1.088
6 C -1.09350 2.12319 -1.83923  N8 1.475, H18 1.105, H19 1.112, H20 1.109
7 C 1.92666 -1.77307 0.90064  N11 1.475, H21 1.094, H22 1.100, H23 1.056
8 N -0.14139 1.12121 -1.32401  C1 1.389, C2 1.283, C6 1.475
9 N -1.09873 1.73950 2.33635  N10 1.340, H25 0.961, H27 1.050
10 N -0.81981 0.70662 1.52904  C4 1.327, N9 1.340, H26 0.998
11 N 0.79550 -0.86459 0.63616  C3 1.458, C4 1.336, C7 1.475
12 H -1.16494 -0.48549 -2.12623  C1 1.047
13 H 1.18725 2.56503 -0.82927  C2 1.137
14 H 1.04564 0.23380 2.24563  C4 1.067
15 H -0.40411 -2.96493 -1.87775  C5 1.166
16 H -1.37183 -2.61025 -0.31028  C5 1.081
17 H 0.23305 -3.41575 -0.29334  C5 1.088
18 H -1.06316 2.23002 -2.93911  C6 1.105
19 H -1.07123 3.11419 -1.33622  C6 1.112
20 H -2.11381 1.73996 -1.63625  C6 1.109
21 H 2.52851 -1.85597 -0.00936  C7 1.094
22 H 2.48736 -1.44492 1.78814  C7 1.100
23 H 1.64504 -2.75752 1.16021  C7 1.056
24 H 1.88094 0.89231 -0.69286  C2 1.049
25 H -0.41317 1.93249 2.98177  N9 0.961
26 H -1.53976 0.53512 0.85880  N10 0.998
27 H -1.98984 1.72807 2.89171  N9 1.050

Summary:
Total charge = +2
E = -494.5180 a.u.
Lowest unoccupied orbital energy (spin up / spin down) = -7.387 / -11.511 eV
<S²> = 2.0205
ΔE to the lowest compared entry with this formula, charge and spin = 0.0 kJ/mol
Highest occupied orbital energy (spin up / spin down) = -14.85 / -17.19 eV
Orbital gap (spin up / spin down) = 7.5 / 5.7 eV
2S+1 = 3